Entry 1:
{"formula": "C12H17N2", "method": "ωB97M-V/def2-TZVPD", "species": ["C", "C", "C", "C", "C", "C", "C", "C", "C", "C", "C", "C", "N", "N", "H", "H", "H", "H", "H", "H", "H", "H", "H", "H", "H", "H", "H", "H", "H", "H", "H"], "coordinates": [[-4.5759, 1.3024, 0.3798], [-3.3869, 1.6855, 0.9750], [-4.6384, 0.1135, -0.3282], [-2.3038, 0.8007, 0.8902], [-3.5144, -0.5570, -0.6282], [-2.3016, -0.2428, 0.0644], [0.1897, -0.2708, -0.3994], [1.6290, -0.1100, -0.3820], [2.4495, -0.7832, -1.4996], [2.6367, 1.9613, 0.6541], [-0.9528, -2.2505, 0.6582], [2.1869, 0.5180, 0.9592], [0.5477, 0.8536, -0.9298], [-1.1238, -1.0522, -0.0607], [-5.3970, 1.8701, 0.3430], [-3.2910, 2.6248, 1.4682], [-5.5753, -0.2049, -0.7434], [-1.3876, 0.9066, 1.5956], [-3.5945, -1.4833, -1.2068], [2.9517, 0.1496, -1.9562], [1.6577, -1.1200, -2.1944], [3.0626, -1.5683, -1.0576], [3.6911, 2.1692, 0.9257], [2.0441, 2.6920, 1.2690], [2.4449, 2.2066, -0.4376], [-1.8985, -2.6610, 1.1936], [-0.6838, -3.1049, -0.0741], [-0.0589, -2.4031, 1.2330], [1.3329, 0.4570, 1.6425], [2.9397, -0.1668, 1.1376], [0.5049, 1.3632, -1.8296]], "atomic_forces_ev_per_a": [[3.106, -1.376, 0.082], [-0.436, -0.790, -0.438], [-0.745, 0.665, -0.416], [2.090, 2.151, 2.930], [2.028, -2.215, 0.460], [-1.332, -1.535, -1.996], [-5.965, -2.309, 1.013], [-0.187, 0.813, 0.610], [-1.150, 2.387, 0.548], [-0.263, 0.926, 0.174], [-0.628, -5.012, -0.746], [-1.757, 0.375, -2.860], [-0.054, -0.743, -0.581], [5.219, 4.559, -1.719], [-2.941, 2.350, 0.438], [0.007, 0.370, 0.517], [-0.272, -0.068, -0.176], [-1.551, 0.269, -1.417], [0.299, 0.424, -0.019], [0.033, -1.986, 0.437], [0.956, -0.336, -0.008], [0.255, 0.172, -0.609], [-0.556, -0.339, -0.402], [0.437, -0.694, -0.702], [0.514, -0.091, 1.379], [1.662, 1.348, -0.794], [-0.983, 1.072, 0.546], [0.263, 1.073, 1.133], [0.643, 0.028, 0.294], [1.809, -1.016, 1.452], [-0.503, -0.470, 0.873]], "homo_energy_ev": -12.6, "de_lowest_kcal_mol": 103.2, "orbital_gap_ha": 0.3154, "charge": 1, "smiles": "CC[C@]1(C)N/C1=[N+](/C)c1ccccc1", "lumo_energy_ev": -4.06}

---

Entry 2:
{"formula": "C12H17N2O5", "method": "ωB97M-V/def2-TZVPD", "species": ["C", "C", "O", "N", "C", "C", "O", "C", "C", "C", "C", "O", "O", "C", "C", "N", "H", "H", "H", "H", "H", "H", "H", "H", "H", "H", "H", "C", "C", "O", "H", "H", "H", "H", "H", "H"], "coordinates": [[-4.1692, 2.5832, 0.2325], [-4.1731, 1.0690, -0.2153], [-4.9393, 0.7223, -1.0687], [-3.1613, 0.1995, 0.4421], [-3.6657, -1.1434, 0.7598], [-2.5652, -2.2192, 1.1488], [-4.8149, -1.4690, 0.7882], [-2.0298, 0.1788, -0.4497], [-0.8006, 0.8363, 0.0204], [0.3718, 0.8740, -0.8776], [1.6693, 1.6070, -0.3967], [2.0493, 2.5215, -1.0598], [2.3047, 1.2007, 0.7673], [0.2330, 0.2435, -2.2024], [-1.0240, -0.3854, -2.5473], [-2.1163, -0.4089, -1.7092], [-3.3932, 3.0735, -0.4361], [-5.1341, 3.0962, 0.0119], [-3.7949, 2.7168, 1.2797], [-2.4474, -2.9899, 0.3476], [-1.5989, -1.7389, 1.4651], [-2.9833, -2.7420, 2.0571], [-0.8055, 1.3138, 1.0352], [1.6072, 0.7138, 1.2594], [1.0879, 0.2664, -2.9129], [-1.1382, -0.8494, -3.5523], [-3.0230, -0.8370, -1.9527], [6.0474, -0.7642, 1.4585], [5.2553, -1.2470, 0.2596], [3.8609, -1.2748, 0.5624], [5.8755, -1.4155, 2.3178], [7.1164, -0.7457, 1.2388], [5.7319, 0.2412, 1.7510], [5.5573, -2.2578, -0.0161], [5.4154, -0.5916, -0.6026], [3.5947, -0.3779, 0.7963]], "atomic_forces_ev_per_a": [[1.376, -0.579, -0.303], [-1.825, 2.994, 0.247], [1.159, -0.858, 0.491], [-0.152, -0.933, -1.991], [0.802, -2.272, 0.619], [-0.371, 0.796, 0.736], [0.460, 1.189, -0.164], [2.163, 1.073, 1.083], [-0.131, -1.078, -2.602], [-2.238, -1.347, 0.468], [0.080, 0.235, -0.465], [0.077, -0.610, 0.340], [-2.312, 0.103, -1.110], [-1.472, 0.271, 1.816], [1.340, 0.739, -0.026], [1.680, 1.149, 1.559], [-0.769, -0.441, 0.677], [0.703, -0.753, 0.320], [-0.614, -0.143, -0.880], [0.007, 0.802, 0.572], [-0.797, -0.597, -0.581], [0.393, 0.525, -1.049], [-0.094, -0.618, -1.174], [0.889, -0.032, 0.073], [-0.927, -0.145, 0.561], [-0.053, 0.343, 1.026], [0.535, 0.246, -0.176], [0.051, -0.038, 0.065], [0.039, 0.302, 0.211], [-0.329, -0.153, -0.110], [0.048, -0.041, -0.093], [-0.036, 0.045, 0.041], [0.089, 0.026, -0.090], [-0.189, 0.021, -0.004], [0.156, -0.069, -0.031], [0.263, -0.152, -0.055]], "homo_energy_ev": -12.5, "orbital_gap_ha": 0.2547, "charge": 1, "lumo_energy_ev": -5.61}

---

Entry 3:
{"formula": "C12H17N2P", "method": "ωB97M-V/def2-TZVPD", "species": ["C", "C", "C", "C", "C", "C", "C", "C", "C", "C", "C", "C", "N", "N", "P", "H", "H", "H", "H", "H", "H", "H", "H", "H", "H", "H", "H", "H", "H", "H", "H", "H"], "coordinates": [[3.8646, -0.6336, 0.0907], [2.4634, -0.6245, 0.1318], [1.6731, 0.5805, -0.0684], [0.3200, 0.2976, -0.1717], [2.2881, 1.9250, 0.0892], [-0.6159, 1.5452, -0.1369], [1.3568, 2.9118, -0.5930], [0.0906, 2.8476, 0.2648], [-2.2566, -1.1668, -1.0117], [-1.0974, -3.1279, -0.1987], [-1.8794, -1.5486, 1.3792], [-1.3021, -1.6854, 0.0241], [5.0032, -0.7924, 0.0555], [0.0384, -1.0607, -0.0446], [1.4052, -1.9964, 0.1242], [2.3662, 2.3189, 1.2125], [3.2598, 2.0354, -0.3740], [-0.8728, 1.7169, -1.2930], [-1.6018, 1.3225, 0.3694], [1.7086, 4.0494, -0.7025], [1.0995, 2.7278, -1.6150], [-0.5428, 3.8209, 0.1506], [0.2816, 3.0070, 1.4192], [-3.2784, -1.2922, -0.6143], [-2.2255, -0.1343, -1.0284], [-2.1485, -1.6894, -1.9297], [-0.5380, -3.7287, 0.5986], [-0.6669, -3.2871, -1.1331], [-2.0927, -3.6951, -0.3006], [-2.8969, -2.1530, 1.4159], [-1.2143, -1.9881, 2.0596], [-1.9889, -0.5021, 1.8301]], "atomic_forces_ev_per_a": [[-1.397, -0.420, 0.198], [0.292, 4.325, -0.809], [2.387, -2.347, 1.274], [-0.166, 2.058, 1.264], [-0.024, 2.091, 0.561], [-1.575, -0.940, -2.194], [0.004, 3.586, 1.352], [-1.106, 2.300, 1.516], [-1.254, -0.961, 1.242], [-1.788, -3.618, 1.334], [-2.892, 0.887, 1.725], [0.425, 0.614, 0.093], [1.124, 0.107, -0.017], [-1.952, 1.697, -0.744], [0.671, -3.876, 0.335], [0.051, -1.321, -2.241], [0.463, -0.614, 0.144], [0.102, -0.381, 2.264], [1.188, 0.338, -0.387], [-0.197, -2.434, 0.834], [-0.046, -0.819, -0.670], [0.481, -2.025, -0.543], [0.119, -1.053, -2.120], [0.251, -0.593, -0.360], [0.496, 2.134, -0.887], [0.082, 0.071, -1.053], [-0.593, 1.181, -1.030], [1.169, -0.394, -1.594], [1.072, 1.077, 0.358], [1.985, 1.459, 0.145], [0.912, -0.990, 1.145], [-0.282, -1.139, -1.135]], "homo_energy_ev": [-5.4, -9.0], "de_lowest_kcal_mol": 0.0, "multiplicity": 3, "orbital_gap_ha": [0.2187, 0.2458], "lumo_energy_ev": [0.55, -2.30]}

---

Entry 4:
{"formula": "C12H17N3O4", "method": "ωB97M-V/def2-TZVPD", "species": ["C", "C", "C", "C", "N", "C", "O", "C", "N", "N", "C", "C", "O", "O", "C", "C", "H", "H", "H", "H", "H", "C", "C", "O", "H", "H", "H", "H", "H", "H", "H", "H", "H", "H", "H", "H"], "coordinates": [[4.3795, 1.8410, 0.7372], [3.0862, 1.3184, 0.1249], [3.3517, 0.1572, -0.8309], [2.0827, -0.3289, -1.5295], [1.1092, -0.8384, -0.5825], [1.2494, -2.0475, 0.0448], [2.1279, -2.8450, -0.1487], [0.0536, -2.2241, 0.9884], [-0.8055, -3.3201, 0.5320], [-1.8815, -2.8829, -0.0982], [-2.0061, -1.6128, 0.0278], [-3.1524, -0.8448, -0.4706], [-3.9948, -1.2641, -1.2231], [-3.1268, 0.3923, 0.0376], [-4.1451, 1.3004, -0.3828], [-4.4810, 2.2289, 0.7706], [-4.8719, 1.6620, 1.6118], [-3.5878, 2.7589, 1.0901], [-5.2280, 2.9499, 0.4519], [-3.7558, 1.8660, -1.2362], [-5.0188, 0.7250, -0.7075], [-0.8110, -0.9872, 0.7516], [-0.0186, -0.1214, -0.2148], [-0.2954, 0.9660, -0.6344], [-1.1212, -0.4162, 1.6257], [-0.4171, -4.2065, 0.2493], [0.3850, -2.4085, 2.0130], [2.3259, -1.1361, -2.2252], [1.5986, 0.4914, -2.0642], [3.8001, -0.6767, -0.2870], [4.0577, 0.4738, -1.6005], [2.4164, 0.9917, 0.9243], [2.5839, 2.1235, -0.4152], [4.8877, 1.0519, 1.2873], [5.0497, 2.2029, -0.0390], [4.1736, 2.6599, 1.4220]], "atomic_forces_ev_per_a": [[-0.254, -0.025, -0.007], [0.268, -0.091, -0.110], [-0.353, 0.122, 0.084], [0.357, -0.006, -0.189], [0.238, 0.175, -0.227], [-0.392, -0.016, 0.279], [0.191, -0.158, -0.019], [0.163, -0.204, 0.015], [0.613, -0.074, 0.573], [-0.949, 0.229, -0.624], [0.774, -0.086, 0.400], [-0.602, -0.244, -0.486], [0.145, 0.044, 0.110], [0.233, -0.055, 0.343], [-0.518, 0.241, -0.180], [0.263, -0.329, -0.216], [-0.060, -0.018, 0.083], [0.045, 0.112, 0.071], [-0.076, 0.088, -0.018], [-0.051, -0.128, 0.068], [0.189, 0.153, 0.025], [-0.499, -0.097, 0.021], [0.020, -0.107, 0.192], [-0.029, 0.213, -0.033], [0.125, -0.001, -0.012], [-0.105, 0.078, -0.085], [0.059, 0.147, -0.137], [-0.093, 0.087, 0.024], [0.034, -0.128, 0.013], [0.083, -0.020, -0.051], [0.064, -0.033, -0.029], [-0.080, 0.043, -0.014], [-0.101, 0.001, 0.028], [0.108, -0.050, 0.073], [0.116, 0.050, -0.049], [0.074, 0.087, 0.085]], "homo_energy_ev": -9.0, "de_lowest_kcal_mol": 0.0, "orbital_gap_ha": 0.3511, "smiles": "CCCCN1C(=O)[C@H]2C(C(=O)OCC)=NN[C@H]2C1=O", "lumo_energy_ev": 0.52}

---

Entry 5:
{"formula": "C12H17NO2", "method": "ωB97M-V/def2-TZVPD", "species": ["C", "C", "C", "C", "C", "C", "C", "C", "C", "C", "C", "C", "H", "H", "H", "H", "H", "H", "H", "H", "H", "H", "H", "H", "H", "H", "H", "H", "H", "N", "O", "O"], "coordinates": [[0.2146, 0.8286, -3.7520], [0.6376, 0.1234, -1.5795], [1.1731, 0.6846, -0.4410], [0.7001, 0.4202, 0.8588], [1.4913, 1.0318, 2.0680], [1.1253, 0.3067, 3.2258], [-0.4638, 0.4877, 3.3391], [-1.0148, -0.6897, 2.4031], [-0.4333, -0.3760, 1.0875], [-0.9065, -1.0564, -0.0298], [-0.5806, -0.6807, -1.3062], [-0.5525, -2.1788, -3.1588], [-0.7186, 0.2492, -3.9056], [0.0556, 1.9168, -3.3591], [0.5623, 0.9969, -4.7851], [2.1697, 1.0165, -0.6763], [1.2527, 2.1414, 2.3235], [2.6291, 1.1360, 1.7762], [1.8117, 0.8029, 4.0499], [1.3200, -0.8638, 3.0455], [-0.5926, 0.2890, 4.4392], [-1.3232, 1.9254, 2.1042], [-1.8848, 1.7734, 3.9228], [-2.1348, -0.6631, 2.2618], [-0.6422, -1.7118, 2.7977], [-1.7497, -1.8515, 0.1690], [0.4396, -1.7127, -3.5904], [-0.3877, -2.8929, -2.3663], [-1.1381, -2.4740, -4.0023], [-0.9373, 1.8436, 3.1438], [1.1275, 0.3289, -2.8198], [-1.3090, -1.1279, -2.4929]], "atomic_forces_ev_per_a": [[-1.561, 3.292, -0.506], [-3.852, -1.118, 1.828], [0.828, -1.350, -0.817], [0.528, 1.481, 0.822], [1.738, 2.952, -4.144], [0.585, -1.889, 2.531], [1.664, -2.614, 2.298], [-0.042, 0.770, 1.816], [2.086, -0.418, -1.703], [-3.027, -1.047, -0.223], [1.348, 0.239, -3.360], [1.485, 2.475, 0.118], [0.587, 0.566, 0.755], [-0.662, -1.714, -0.907], [1.045, -0.513, 0.672], [0.324, 1.026, 0.727], [-0.042, -1.585, -0.993], [-2.018, -0.742, 0.643], [-1.880, -1.576, -0.732], [-0.113, 2.532, 0.966], [-0.468, -0.255, -1.084], [0.716, -0.042, 2.914], [3.221, 0.985, -3.651], [1.039, -0.207, 0.630], [-0.870, 1.613, -0.530], [1.532, 1.714, -0.782], [-1.651, -1.226, 1.014], [0.368, -0.833, -0.483], [-0.458, -0.646, -0.252], [-4.651, -0.551, 0.436], [1.057, -0.998, -0.135], [1.145, -0.320, 2.131]], "homo_energy_ev": -8.4, "de_lowest_kcal_mol": 102.0, "orbital_gap_ha": 0.3387, "smiles": "COc1cc2c(cc1OC)C[C@H](N)CC2", "lumo_energy_ev": 0.80}

---

Number 1: electronic energy -15689.116 eV. Number 2: electronic energy -25928.915 eV. Number 3: electronic energy -24984.079 eV. Number 4: electronic energy -25380.641 eV. Number 5: electronic energy -18300.272 eV.